1.
C16H26BrCl3CsF7KLiMgN2O10 | ωB97M-V/def2-TZVPD

Geometry (Å):
Cs -3.0357 3.3776 3.1519
Br -5.3348 2.1993 2.0139
K 0.5385 -2.2117 0.2824
Cl 6.8973 -2.9315 3.6236
Cl -3.1832 0.1836 1.5085
Cl -7.3105 5.1557 -1.3459
Mg -0.1592 -1.4861 3.7926
F -3.0056 -0.1163 -3.2600
F 2.2619 -1.0307 -0.3769
F 4.1130 -0.0815 0.1639
F -1.3353 -0.9250 -2.1776
F -2.1717 -2.4727 -3.4330
F 3.1838 -1.4118 1.5519
F -3.3112 -1.2160 -1.3950
O -1.1454 4.0476 -0.3697
O 3.1681 -1.5412 5.8184
O 6.9930 -3.5100 2.2958
O 5.1493 -2.2836 -1.0964
O 7.3009 -1.5462 3.5707
O -3.4323 1.8840 -1.1576
O -5.7659 3.2937 -2.5245
O 5.5171 -3.0168 4.0712
O 7.7480 -3.6568 4.5287
O 3.6940 -3.5262 0.0572
N -1.6296 2.0681 0.7091
N 1.0147 1.9644 -0.5162
C 4.2364 -2.3923 -0.3551
C -7.2181 1.8826 -1.1780
C -0.8813 -0.4349 0.4746
C -1.2576 1.9492 -1.7217
C -1.9167 0.6861 0.2654
C 0.2492 1.5443 -1.7148
C 4.3163 -4.7401 -0.4295
C 3.4664 -1.2278 0.2480
C -2.5681 -0.3317 -2.0415
C 5.4938 -5.0392 0.4566
C 0.0558 -0.1660 1.7729
C -4.7357 1.3549 -1.5218
C -5.7899 2.4862 -1.3308
C 1.9227 3.0840 -0.7932
C -2.3703 0.9582 -1.2491
C -1.3143 2.8983 -0.4366
Li 1.6358 3.1372 -3.5880
H -7.3559 1.0149 -1.8580
H 2.5240 2.9708 -1.7352
H 2.6135 3.1573 0.0659
H 6.2395 -4.2535 0.3801
H -5.5550 3.1619 -0.5041
H -0.6380 -0.1944 2.6850
H -4.8494 1.0877 -2.5831
H -2.3342 2.5360 1.3135
H -0.1965 -0.6379 -0.4230
H -7.3392 1.5272 -0.1435
H 5.9614 -5.9878 0.1919
H 0.8674 -1.0137 1.8126
H 3.5746 -5.5354 -0.3603
H 0.4731 0.4806 -1.8757
H 5.1794 -5.0800 1.4984
H -5.0388 0.4828 -0.9120
H 0.7285 2.0941 -2.5790
H -7.9448 2.6723 -1.4136
H 0.5537 0.8195 1.7132
H -1.4700 -1.4219 0.6679
H 1.3134 4.0109 -0.7927
H 3.8297 -1.9663 5.2378
H -1.6216 2.4146 -2.6495
H 1.6314 1.1842 -0.3091
H -5.8241 4.2743 -2.2913
H 4.5941 -4.6574 -1.4808

Results
E_HOMO ... -7.10 eV
Total charge ... 0
Spin multiplicity ... 1
E_tot ... -189599.7316 eV

Here are the Löwdin charges for atoms 1 to 5, given in e: number 1, Cs, carries 0.88; number 2, Br, carries -0.33; number 3, K, carries 0.93; number 4, Cl, carries 0.64; number 5, Cl, carries 0.64

2.
C16H26BrFN2O16S4 | ωB97M-V/def2-TZVPD

Geometry (Å):
Br 2.1036 -1.3620 0.6485
S -1.3387 -6.6004 -3.4271
S 1.7530 0.5827 -4.1326
S 1.5986 3.3652 8.3492
S -3.9307 2.5622 -3.8396
F -0.3276 0.3190 5.0725
O 0.3586 2.4496 7.8183
O 1.6158 1.7257 -5.2870
O -3.4804 2.4820 -2.4677
O -2.8426 3.4378 -4.6820
O 1.1972 3.9932 9.5884
O 2.6237 2.1474 8.7045
O -1.7983 -6.3213 -1.8871
O 0.2147 -6.1306 -3.2724
O 0.5763 0.6300 -3.2963
O -1.3576 -8.0288 -3.6518
O -3.6438 1.1250 -4.5538
O -5.2559 3.0028 -4.2085
O 2.9941 1.2554 -3.3155
O 2.2288 -0.6325 -4.7554
O -2.0206 -5.6595 -4.2851
O 2.1367 4.1039 7.2307
N 1.1426 2.3798 -0.3831
N -0.4897 -3.6307 1.3368
C 2.4380 2.8420 -4.9511
C 1.8957 0.9218 8.7302
C 0.6138 -0.0774 1.1902
C -0.9102 -0.7222 -0.9702
C -0.7937 -0.7580 0.6976
C -1.9513 2.5489 -5.3515
C 0.7674 0.1112 2.8115
C 0.7865 1.0942 7.6959
C -0.6957 -2.3835 1.0711
C 3.5863 2.2689 -4.1249
C -0.6352 -6.1517 -1.0802
C -2.7886 1.3156 -5.6796
C -0.9715 2.1329 3.4517
C 0.9709 1.3435 0.3931
C -0.6135 0.5075 3.6010
C 0.3998 -5.5107 -2.0009
H -3.4170 1.4885 -6.5592
H -0.5382 2.5962 2.4563
H -1.7637 -0.2814 1.1459
H 2.5517 0.0787 8.5007
H 0.2150 -4.4377 -2.1150
H 1.1684 0.9480 6.6803
H 1.5721 0.9783 2.9718
H -1.1389 2.3011 -4.6601
H -0.5694 2.6907 4.4220
H 1.4807 0.7965 9.7359
H 4.3350 1.7934 -4.7673
H 0.1484 -0.8623 -1.4891
H 1.2365 -0.8654 3.3124
H -1.5358 3.0202 -6.2454
H -1.5613 -1.6444 -1.3580
H 2.7908 3.3421 -5.8571
H -0.3073 -7.1423 -0.7480
H -1.5294 -0.1764 3.3492
H -2.1612 2.2178 3.4976
H -1.3839 0.2703 -1.3714
H -0.8578 -5.5319 -0.2084
H -2.1706 0.4288 -5.8435
H -0.0504 0.4128 7.8706
H 1.4218 -5.6673 -1.6455
H 4.0700 3.0256 -3.5027
H 1.8380 3.5414 -4.3601

Results
E_HOMO ... -11.06 eV
Total charge ... 0
Spin multiplicity ... 1
E_tot ... -168844.2159 eV

Here are the Löwdin charges for atoms 1 to 5, given in e: number 1, Br, carries 0.73; number 2, S, carries 0.68; number 3, S, carries 0.67; number 4, S, carries 0.68; number 5, S, carries 0.68

3.
C16H26BrN5O2S | ωB97M-V/def2-TZVPD

Geometry (Å):
Br -2.4781 -4.1346 -4.8829
S 1.3188 -0.2279 -0.1162
O 4.3693 1.4848 3.4211
O 5.0008 -0.5907 -1.5447
N -3.3706 -0.6894 0.0824
N 3.7517 0.1430 1.7822
N -3.7017 -3.3984 -2.4682
N 4.3693 1.3831 -0.6769
N -5.1587 1.5502 0.7877
C -1.9373 -1.9292 -3.1337
C -2.4228 0.3544 0.5350
C 3.9523 -0.7093 0.6025
C 6.1551 0.4038 2.2905
C -2.8111 1.7126 -0.0528
C 4.8416 2.2135 -1.7838
C -2.7419 -3.0531 -3.3361
C 4.4733 0.0468 -0.6394
C 4.6909 0.7110 2.5355
C -3.9495 2.3847 0.7166
C -4.6194 -0.8946 0.8695
C 2.6298 -1.4236 0.2818
C -5.1208 0.3423 1.6377
C -2.1280 -1.1272 -2.0067
C -3.8790 -2.6376 -1.3747
C -3.1251 -1.4722 -1.0785
H -1.4077 0.0985 0.2305
H 6.4375 0.6989 1.2823
H -3.6118 2.6291 1.7294
H -1.9394 2.3718 -0.0189
H -3.0960 1.5932 -1.1022
H -4.4720 -1.7166 1.5773
H -5.4984 1.3249 -0.1487
H -2.3955 0.4076 1.6278
H -4.1997 3.3272 0.2189
H 4.3157 1.9397 -2.7008
H 6.3320 -0.6606 2.4314
H 2.7889 -2.0699 -0.5850
H 5.9105 2.0525 -1.9372
H -5.4330 -1.1748 0.1934
H -1.5043 -0.2496 -1.8852
H -4.6514 -2.9646 -0.6880
H 2.3232 -2.0473 1.1234
H -4.4947 0.5201 2.5179
H 4.6646 3.2682 -1.5691
H 2.8055 0.3701 2.0372
H 0.9543 0.0640 1.1367
H 3.9173 1.8382 0.1013
H 6.7553 0.9645 3.0062
H -1.1725 -1.6873 -3.8636
H 4.6947 -1.4735 0.8356
H -6.1320 0.1333 2.0018

Results
ΔE to the lowest compared entry with this formula, charge and spin ... 1.57 kcal per mole
E_HOMO ... -7.92 eV
Total charge ... 0
Spin multiplicity ... 1
E_tot ... -109437.4511 eV

Here are the Löwdin charges for atoms 1 to 5, given in e: number 1, Br, carries 0.69; number 2, S, carries 0.77; number 3, O, carries 0.04; number 4, O, carries 0.05; number 5, N, carries -0.08

4.
C16H26FN2O2 | ωB97M-V/def2-TZVPD

Geometry (Å):
F 0.4589 3.6357 -3.0513
O 3.9020 -0.5922 1.7926
O -3.4259 -0.0502 1.2790
N -3.9208 -0.7044 -1.0116
N 2.7533 -1.2293 -0.2498
C -1.4178 -1.0216 -1.0902
C -4.0619 0.1160 0.2000
C 1.8855 -1.0392 -1.3803
C 1.0675 0.2885 -1.5781
C 1.0288 3.8246 -1.7419
C -1.0472 -0.7784 -2.6344
C 3.3762 -0.3949 3.1379
C 1.2496 1.4318 -0.5272
C 0.4596 2.8153 -0.6337
C 2.2352 1.1167 0.6615
C 2.7154 -1.6945 3.8051
C 1.7756 -2.5541 2.8262
C -2.8571 -1.7453 -0.8783
C 2.9804 -0.2285 0.7917
C -5.1463 1.3075 0.1528
C 0.0886 0.3795 -2.8532
H -2.0177 -0.4330 -3.1617
H -5.9432 1.0290 -0.6293
H 3.4851 -2.3657 4.3497
H -0.6419 -1.7594 -3.0542
H -1.4095 -0.0558 -0.4638
H 1.0625 -3.2630 3.3652
H -0.6466 -1.7699 -0.6584
H 3.2657 -2.1339 -0.2073
H -2.9716 -2.5602 -1.6803
H 2.4119 1.9123 1.4721
H 2.4239 -3.1011 2.0484
H 2.0255 -1.3048 4.6516
H 0.7461 4.8967 -1.4185
H -5.6348 1.3874 1.1832
H -0.4612 1.3773 -2.8398
H -4.5737 2.2659 -0.1262
H 2.1584 3.6834 -1.8225
H 0.4716 3.3591 0.3876
H 2.6384 0.4681 3.2487
H 0.7275 0.2082 -3.7812
H -0.6520 2.5373 -0.7998
H -2.8880 -2.2725 0.1510
H -4.8318 -1.1895 -1.1154
H 1.1087 -1.8136 2.2367
H 1.7611 -1.8672 -2.1503
H 4.2862 -0.1179 3.7976

Results
ΔE to the lowest compared entry with this formula, charge and spin ... 0.00 kcal per mole
E_HOMO ... -12.19 eV
Total charge ... +1
Spin multiplicity ... 1
E_tot ... -26794.7779 eV

Here are the Löwdin charges for atoms 1 to 5, given in e: number 1, F, carries -0.10; number 2, O, carries -0.05; number 3, O, carries 0.00; number 4, N, carries 0.00; number 5, N, carries 0.12

5.
C16H26FN4O2P | ωB97M-V/def2-TZVPD

Geometry (Å):
P 2.6828 -2.4509 -2.3933
F 4.3187 0.8303 -2.2969
O 3.1877 -3.8361 -2.2543
O -1.1188 -0.8566 0.7033
N 2.4474 3.2166 0.9326
N -5.4201 -1.7467 -0.1419
N 3.3795 1.4009 0.8684
N 4.0607 -2.1116 1.0536
C 3.5258 0.8758 -0.1423
C 0.8890 0.2028 -0.9733
C -0.1796 5.4049 1.4627
C -3.3641 -3.9400 1.5595
C 3.7697 -1.3195 -1.4239
C 3.8842 -1.7591 -0.0202
C -0.4249 -0.3697 -1.5779
C -0.9638 -1.4252 -0.6030
C -4.6927 -2.0623 0.6833
C -3.7538 -2.4670 1.7343
C 1.9422 4.1550 1.3596
C -4.5559 -4.8866 1.6499
C 3.3783 0.2037 -1.4578
C -0.3405 5.4697 -0.0520
C 1.2872 5.3494 1.9057
C 1.9963 0.5165 -2.0330
H -0.2702 -2.2732 -0.5319
H -1.1210 0.4722 -1.6506
H 1.8258 6.2332 1.5605
H -2.8728 -4.0771 0.5934
H 1.9769 1.6031 -2.1746
H 0.6982 1.1184 -0.4131
H 0.1698 6.3423 -0.4643
H -0.2661 -0.7848 -2.5781
H -0.6494 6.2823 1.9103
H -4.2196 -2.3089 2.7086
H -1.3951 5.5374 -0.3194
H 2.7165 -2.1106 -3.7651
H -0.7102 4.5291 1.8409
H -5.0656 -4.7844 2.6099
H 0.0612 4.5778 -0.5355
H 1.8110 0.0810 -3.0201
H 1.3672 -2.4409 -1.8826
H 4.7686 -1.3979 -1.8696
H -0.4762 -1.3107 1.2547
H 1.3519 5.3185 2.9940
H -2.8669 -1.8350 1.6748
H -2.6376 -4.2061 2.3299
H -1.9286 -1.8130 -0.9522
H -4.2286 -5.9217 1.5496
H -5.2790 -4.6957 0.8558
H 1.3044 -0.5296 -0.2684

Results
E_HOMO ... -10.03 eV
Total charge ... 0
Spin multiplicity ... 1
E_tot ... -39071.9274 eV

Here are the Löwdin charges for atoms 1 to 5, given in e: number 1, P, carries 0.75; number 2, F, carries 0.01; number 3, O, carries -0.43; number 4, O, carries -0.08; number 5, N, carries 0.14

6.
C16H26N2O3 | ωB97M-V/def2-TZVPD

Geometry (Å):
O -3.8342 -2.1950 -0.3513
O -5.0472 -0.5027 -0.1565
O 5.4516 -1.9173 -0.2166
N -0.8071 1.0450 -0.5987
N 3.5955 0.2401 0.1779
C -6.2175 -1.8668 1.5403
C -2.8471 0.1378 -0.4721
C 4.1685 -2.2747 -0.5536
C -6.0317 -1.2165 0.0820
C -1.7993 2.2793 -0.2291
C -1.5428 -0.0795 -0.7422
C 3.4965 -0.7470 -0.7620
C -1.3251 3.5972 -0.0792
C -3.0733 1.6046 -0.2000
C 1.3030 1.1042 0.4289
C -0.7320 -1.4558 -0.8371
C 0.5287 1.2313 -0.7068
C 5.0310 0.4003 0.5770
C 2.7974 1.3695 0.5236
C -3.9361 -0.9685 -0.2541
C 5.7539 -1.0976 0.8693
H 4.1191 -2.5519 -1.4757
H 5.2890 -1.6232 1.6988
H 0.6994 2.3417 -1.0566
H 0.9547 1.9358 1.3039
H -0.5710 3.6265 0.4996
H -0.5012 -1.2523 -1.7507
H -6.4137 -1.0485 2.1633
H -7.0772 -2.5946 1.5541
H -0.1292 -1.6674 -0.2477
H 2.3796 -0.9783 -1.0519
H -1.6032 -2.3130 -0.9663
H -3.8598 1.8216 0.0477
H 5.1272 0.8599 1.4056
H -0.9525 3.7471 -1.0137
H 6.7751 -1.0501 0.8818
H -5.2372 -2.5566 1.6032
H 3.7594 -2.4186 0.3433
H -7.0060 -0.6147 -0.1299
H 3.0449 1.9003 -0.5784
H 3.7902 -0.2528 -1.3981
H -5.9387 -1.8813 -0.7211
H 1.0622 0.2060 1.0795
H 5.5054 0.8666 -0.2043
H 3.1132 2.0727 1.2616
H 1.0207 0.6816 -1.6038
H -2.2832 4.0558 0.3165

Results
ΔE to the lowest compared entry with this formula, charge and spin ... 432.50 kcal per mole
E_HOMO ... -7.35 eV
Total charge ... 0
Spin multiplicity ... 1
E_tot ... -26120.0783 eV

Here are the Löwdin charges for atoms 1 to 5, given in e: number 1, O, carries 0.06; number 2, O, carries 0.06; number 3, O, carries -0.18; number 4, N, carries -0.01; number 5, N, carries -0.21

| no. | LUMO energy (eV) |
| --- | --- |
| 1 | -5.849 |
| 2 | -0.731 |
| 3 | 0.222 |
| 4 | -4.353 |
| 5 | 0.285 |
| 6 | 0.742 |